No. 1
DFT (ωB97M-V/def2-TZVPD) results for a gas-phase ion, C27H43F7O3P (charge -1).

```
81
C27H43F7O3P | OMol25 | ωB97M-V/def2-TZVPD
C 8.988 -2.249 2.495
O 9.700 -1.525 1.425
C 8.955 -0.276 1.052
C 7.924 -0.540 -0.237
C 7.190 0.826 -0.772
C 5.528 0.744 -0.705
C 4.955 1.608 -1.976
C 3.678 2.579 -1.629
C 2.448 1.818 -0.834
C 1.749 0.642 -1.778
C 0.190 1.007 -2.138
C -0.858 -0.284 -1.872
C -2.096 0.350 -1.088
P -3.464 -0.783 -0.352
C -2.207 -2.161 0.174
C -1.189 -1.446 1.300
O 0.151 -1.477 1.214
C -4.742 -1.726 0.733
O -5.205 -3.005 0.309
C -5.630 -3.913 1.381
C -4.733 0.642 -0.592
C -4.426 1.763 0.612
C -5.022 1.594 2.134
C -4.692 2.650 3.348
C -3.710 3.976 3.146
C -3.341 5.012 4.377
C -3.124 4.182 1.595
C -3.459 3.104 0.361
C -3.972 -1.573 -1.993
F -3.688 -0.557 -3.097
F -5.481 -1.635 -2.205
C -3.401 -2.897 -2.605
F -4.052 -2.881 -3.994
F -1.968 -2.978 -3.042
C -3.835 -4.384 -2.130
F -3.318 -5.310 -3.214
F -3.248 -4.908 -0.887
F -5.331 -4.591 -2.202
H 7.847 -1.961 2.484
H 9.044 -3.410 2.242
H 9.436 -2.045 3.565
H 9.801 0.516 0.768
H 8.383 0.153 1.988
H 8.632 -0.938 -1.111
H 7.192 -1.426 0.013
H 7.594 1.726 -0.143
H 7.546 0.978 -1.898
H 5.260 -0.411 -0.827
H 5.181 1.123 0.350
H 4.727 0.908 -2.901
H 5.837 2.332 -2.321
H 3.287 3.024 -2.650
H 4.099 3.508 -1.019
H 1.685 2.652 -0.523
H 2.888 1.324 0.153
H 2.345 0.592 -2.784
H 1.889 -0.364 -1.176
H -0.142 1.954 -1.496
H 0.103 1.369 -3.272
H -1.141 -0.587 -2.992
H -0.173 -1.059 -1.334
H -2.508 1.238 -1.773
H -1.591 0.969 -0.192
H -3.119 -0.163 0.907
H -1.527 -2.592 -0.627
H -2.682 -3.049 0.769
H -1.615 -0.918 2.283
H -4.206 -1.896 1.791
H -5.683 -1.066 1.044
H -6.785 -3.862 1.592
H -5.031 -3.822 2.384
H -5.430 -5.022 0.987
H -4.634 1.240 -1.589
H -5.873 0.294 -0.589
H -5.711 0.673 2.355
H -5.175 2.436 4.392
H -4.208 5.748 4.663
H -3.049 4.384 5.349
H -2.334 5.572 4.066
H -2.455 5.141 1.435
H -2.966 3.338 -0.675
```

Highest occupied orbital energy, hartree: -0.1789
ΔE to the lowest compared entry with this formula, charge and spin, kcal/mol: 454.5
Total charge: -1

No. 2
DFT (ωB97M-V/def2-TZVPD) results for 2 unconnected molecules or ions with the total composition C2H8OS.

```
12
C2H8OS | OMol25 | ωB97M-V/def2-TZVPD
C 0.496 1.680 -0.767
S 0.093 1.231 0.987
C 1.064 -0.414 1.059
H -0.414 0.971 -1.116
H 1.404 1.200 -1.081
H 0.579 2.715 -1.166
H 0.735 -0.718 2.013
H 0.601 -1.040 0.335
H 2.216 -0.488 1.043
O -1.901 -1.798 -0.296
H -2.708 -2.410 -0.420
H -2.163 -0.928 -0.591
```

Highest occupied orbital energy, hartree: -0.3058
ΔE to the lowest compared entry with this formula, charge and spin, kcal/mol: 32.9

No. 3
DFT (ωB97M-V/def2-TZVPD) results for 7 unconnected molecules or ions with the total composition C82H182O6P5.

```
275
C82H182O6P5 | OMol25 | ωB97M-V/def2-TZVPD
C 16.359 -2.254 -18.563
C 16.594 -3.580 -19.242
C 16.659 -4.738 -18.235
C 15.282 -5.172 -17.745
P 15.131 -6.820 -17.075
C 13.505 -7.187 -16.530
C 12.909 -6.055 -15.577
C 11.649 -6.535 -14.992
C 10.759 -5.380 -14.449
C 16.305 -6.887 -15.607
C 17.852 -6.808 -15.811
C 18.622 -6.876 -14.455
C 20.183 -6.773 -14.686
C 15.623 -8.153 -18.196
C 15.857 -9.443 -17.476
C 16.164 -10.602 -18.495
C 16.254 -12.075 -17.975
H 15.479 -2.137 -17.930
H 16.369 -1.397 -19.237
H 17.109 -2.103 -17.787
H 17.532 -3.481 -19.790
H 15.829 -3.775 -19.994
H 17.476 -4.484 -17.558
H 17.141 -5.618 -18.659
H 14.460 -5.155 -18.460
H 15.043 -4.428 -16.986
H 13.385 -8.027 -15.846
H 12.917 -7.395 -17.424
H 12.759 -5.282 -16.330
H 13.697 -5.771 -14.879
H 11.603 -7.315 -14.232
H 10.979 -7.020 -15.701
H 9.938 -5.144 -15.126
H 11.322 -4.463 -14.273
H 10.419 -5.766 -13.487
H 15.970 -7.752 -15.034
H 15.876 -6.095 -14.994
H 18.186 -5.875 -16.263
H 18.294 -7.499 -16.529
H 18.330 -7.837 -14.031
H 18.244 -6.107 -13.781
H 20.348 -7.601 -15.376
H 20.663 -6.839 -13.710
H 20.726 -5.897 -15.042
H 16.552 -7.713 -18.556
H 14.928 -8.380 -19.004
H 14.955 -9.762 -16.954
H 16.676 -9.294 -16.771
H 16.995 -10.218 -19.085
H 15.358 -10.507 -19.223
H 16.190 -12.831 -18.757
H 15.558 -12.220 -17.149
H 17.264 -12.199 -17.583
C 9.972 -3.615 -10.233
C 10.230 -2.226 -10.979
C 11.675 -1.589 -10.901
C 12.720 -2.624 -11.075
P 14.373 -1.995 -10.738
C 14.532 -0.350 -11.509
C 15.989 0.186 -11.824
C 16.000 1.471 -12.571
C 15.971 1.480 -14.142
C 14.366 -1.743 -8.850
C 13.733 -2.794 -7.914
C 13.648 -2.563 -6.396
C 14.957 -2.491 -5.607
C 15.809 -3.118 -11.124
C 15.451 -4.667 -11.006
C 14.582 -5.286 -12.033
C 13.520 -6.328 -11.470
H 10.533 -4.385 -10.763
H 8.942 -3.828 -10.519
H 10.270 -3.544 -9.187
H 9.461 -1.498 -10.721
H 9.928 -2.286 -12.025
H 11.662 -1.166 -9.896
H 11.869 -0.674 -11.461
H 12.735 -2.933 -12.120
H 12.642 -3.558 -10.519
H 14.050 0.363 -10.840
H 13.916 -0.455 -12.402
H 16.412 -0.568 -12.487
H 16.560 0.155 -10.896
H 16.926 1.949 -12.252
H 15.247 2.216 -12.312
H 15.006 1.194 -14.561
H 16.702 0.976 -14.774
H 16.070 2.515 -14.469
H 13.669 -0.905 -8.873
H 15.369 -1.434 -8.559
H 14.454 -3.612 -7.926
H 12.766 -3.045 -8.349
H 12.813 -3.115 -5.966
H 13.253 -1.550 -6.329
H 15.592 -3.370 -5.713
H 14.655 -2.379 -4.566
H 15.477 -1.587 -5.926
H 16.609 -2.806 -10.453
H 16.073 -2.837 -12.144
H 15.116 -4.939 -10.005
H 16.353 -5.267 -10.881
H 15.115 -5.868 -12.785
H 14.114 -4.539 -12.675
H 12.842 -6.419 -12.318
H 12.943 -6.042 -10.590
H 13.916 -7.330 -11.309
C 11.069 -4.095 -18.665
C 12.081 -2.955 -18.238
C 11.485 -1.588 -18.251
C 12.344 -0.475 -17.721
P 11.721 1.208 -17.727
C 9.797 1.244 -17.634
C 9.239 1.158 -16.184
C 9.379 -0.212 -15.438
C 9.166 -0.089 -13.927
C 12.432 2.123 -16.331
C 12.012 3.564 -16.155
C 12.641 4.086 -14.902
C 14.032 4.673 -15.171
C 12.351 2.090 -19.193
C 12.279 1.304 -20.518
C 13.270 1.803 -21.560
C 14.668 1.279 -21.387
H 10.576 -4.535 -17.798
H 11.674 -4.913 -19.055
H 10.253 -3.766 -19.309
H 12.940 -2.937 -18.908
H 12.453 -3.077 -17.220
H 10.529 -1.692 -17.737
H 11.044 -1.332 -19.215
H 13.397 -0.427 -17.997
H 12.496 -0.766 -16.682
H 9.343 0.464 -18.246
H 9.253 2.140 -17.936
H 8.174 1.382 -16.133
H 9.615 1.977 -15.570
H 10.385 -0.590 -15.622
H 8.754 -1.017 -15.824
H 9.976 0.457 -13.443
H 9.140 -1.062 -13.436
H 8.296 0.530 -13.709
H 13.468 1.924 -16.605
H 12.181 1.475 -15.492
H 10.949 3.701 -15.956
H 12.317 4.066 -17.072
H 12.700 3.219 -14.244
H 12.027 4.872 -14.464
H 14.740 4.833 -14.358
H 14.035 5.577 -15.781
H 14.563 3.957 -15.799
H 13.421 2.266 -19.080
H 11.804 3.033 -19.189
H 11.241 1.478 -20.801
H 12.280 0.237 -20.293
H 13.244 2.883 -21.705
H 12.794 1.429 -22.467
H 14.613 0.197 -21.506
H 15.094 1.450 -20.399
H 15.373 1.652 -22.129
C 17.900 6.027 -25.047
C 17.685 6.159 -23.567
C 18.971 5.738 -22.857
C 18.927 6.383 -21.407
P 18.046 5.387 -20.109
C 18.328 6.003 -18.371
C 17.554 7.296 -17.958
C 17.466 7.464 -16.422
C 16.611 8.586 -15.915
C 18.910 3.705 -20.311
C 18.145 2.563 -21.142
C 19.075 1.595 -21.859
C 18.376 0.315 -22.268
C 16.280 5.454 -20.562
C 15.697 6.826 -20.964
C 14.280 7.119 -20.353
C 12.986 6.307 -20.947
H 18.871 6.325 -25.443
H 17.187 6.472 -25.741
H 17.892 4.950 -25.218
H 16.797 5.629 -23.220
H 17.563 7.222 -23.361
H 19.846 6.100 -23.397
H 19.031 4.655 -22.747
H 18.612 7.423 -21.326
H 19.935 6.155 -21.063
H 19.416 6.076 -18.375
H 18.203 5.124 -17.740
H 16.511 7.359 -18.268
H 18.119 8.165 -18.295
H 18.494 7.510 -16.063
H 17.048 6.588 -15.926
H 15.625 8.678 -16.371
H 17.247 9.445 -16.128
H 16.505 8.596 -14.830
H 19.204 3.483 -19.285
H 19.851 3.898 -20.826
H 17.515 2.947 -21.944
H 17.557 1.816 -20.607
H 19.910 1.337 -21.207
H 19.588 2.168 -22.631
H 17.602 0.375 -23.033
H 17.803 -0.217 -21.508
H 19.080 -0.236 -22.891
H 15.886 5.109 -19.606
H 16.160 4.686 -21.326
H 15.463 6.737 -22.025
H 16.385 7.619 -20.670
H 14.044 8.155 -20.599
H 14.289 6.984 -19.272
H 12.080 6.408 -20.350
H 13.144 5.230 -21.005
H 12.772 6.588 -21.978
C 22.322 -2.215 -19.597
C 21.332 -1.102 -19.457
C 21.616 -0.301 -18.146
C 20.718 1.030 -17.941
P 20.635 1.571 -16.183
C 19.590 0.604 -15.213
C 19.748 -0.879 -15.529
C 18.841 -1.787 -14.836
C 18.986 -3.295 -15.223
C 20.100 3.279 -16.065
C 20.711 4.110 -14.911
C 19.865 4.276 -13.731
C 18.416 4.727 -13.951
C 22.394 1.558 -15.558
C 22.635 1.356 -14.079
C 24.052 1.478 -13.625
C 24.164 1.477 -12.047
H 22.213 -3.006 -18.855
H 23.292 -1.836 -19.276
H 22.347 -2.654 -20.594
H 20.340 -1.549 -19.384
H 21.427 -0.348 -20.239
H 22.652 0.036 -18.136
H 21.534 -0.930 -17.260
H 19.724 0.943 -18.379
H 21.355 1.802 -18.373
H 18.546 0.898 -15.323
H 19.853 0.811 -14.176
H 20.796 -1.170 -15.458
H 19.411 -1.139 -16.532
H 17.792 -1.521 -14.966
H 18.754 -1.604 -13.765
H 18.685 -3.498 -16.251
H 18.406 -3.995 -14.621
H 20.046 -3.546 -15.199
H 19.013 3.212 -16.118
H 20.337 3.818 -16.982
H 20.872 5.111 -15.311
H 21.720 3.969 -14.524
H 20.303 5.007 -13.052
H 19.833 3.368 -13.129
H 17.761 4.398 -13.145
H 17.959 4.562 -14.927
H 18.465 5.814 -13.885
H 22.999 2.384 -15.932
H 22.843 0.701 -16.060
H 22.245 0.361 -13.867
H 22.026 1.906 -13.361
H 24.475 2.370 -14.088
H 24.504 0.571 -14.026
H 23.814 0.522 -11.654
H 23.551 2.228 -11.550
H 25.216 1.593 -11.788
O 15.463 1.351 -17.754
C 16.530 2.075 -17.793
O 17.473 1.566 -17.306
O 16.480 3.202 -18.189
H 15.963 0.636 -17.354
O 14.877 -1.360 -15.498
C 14.392 -2.440 -14.845
O 13.312 -2.355 -14.282
O 15.271 -3.376 -14.811
H 15.670 -1.867 -15.692
```

Multiplicity: 2
Highest occupied orbital energy (spin up / spin down), hartree: -0.5790 / -0.5790
Total charge: +4

Summary of energy in eV
-63128.4632, -15085.0504, -146679.3895
(order as listed above)